{
  "formula": "C43H97N3O11",
  "method": "ωB97M-V/def2-TZVPD",
  "gap_ev": 8.56,
  "relative_energy_kj_mol": 139.2,
  "charge": 0,
  "e_homo_ev": -8.04,
  "lumo_energy_ev": 0.53,
  "smiles": "CC1(C)CCCC(C)(C)N1O.CC1(C)CCCC(C)(C)N1O.CC1(C)CCCC(C)(C)N1O.COCCOC.COCCOC.COCCOC.COCCOC",
  "max_force_ev_per_a": 2.8,
  "spin_multiplicity": 1,
  "elements": ["C", "C", "C", "C", "C", "C", "C", "C", "C", "N", "O", "H", "H", "H", "H", "H", "H", "H", "H", "H", "H", "H", "H", "H", "H", "H", "H", "H", "H", "H", "C", "C", "C", "C", "C", "C", "C", "C", "C", "N", "O", "H", "H", "H", "H", "H", "H", "H", "H", "H", "H", "H", "H", "H", "H", "H", "H", "H", "H", "H", "C", "C", "C", "C", "C", "C", "C", "C", "C", "N", "O", "H", "H", "H", "H", "H", "H", "H", "H", "H", "H", "H", "H", "H", "H", "H", "H", "H", "H", "H", "C", "O", "C", "C", "O", "C", "H", "H", "H", "H", "H", "H", "H", "H", "H", "H", "C", "O", "C", "C", "O", "C", "H", "H", "H", "H", "H", "H", "H", "H", "H", "H", "C", "O", "C", "C", "O", "C", "H", "H", "H", "H", "H", "H", "H", "H", "H", "H", "C", "O", "C", "C", "O", "C", "H", "H", "H", "H", "H", "H", "H", "H", "H", "H"],
  "coordinates": [[-1.86909, -5.95829, 1.75351], [-0.91742, -6.17950, 0.55773], [0.48855, -6.49459, 1.07856], [-1.38707, -7.37799, -0.29809], [-2.41807, -7.14284, -1.41792], [-2.06314, -5.90169, -2.22568], [-1.69228, -4.65577, -1.45553], [-1.20372, -3.57563, -2.42407], [-3.02267, -4.23084, -0.73710], [-0.74017, -5.03142, -0.40708], [-0.31673, -3.88739, 0.32782], [-2.93736, -5.95688, 1.53630], [-1.73468, -6.72759, 2.51377], [-1.62163, -4.97911, 2.16869], [0.90841, -5.56760, 1.47504], [0.40194, -7.12863, 1.96390], [1.18859, -6.93701, 0.37431], [-0.51502, -7.83320, -0.77474], [-1.82814, -8.15486, 0.33367], [-2.69356, -8.02681, -1.99687], [-3.40578, -7.03334, -0.95045], [-3.03930, -5.73213, -2.69800], [-1.38976, -6.12983, -3.05620], [-1.10957, -2.66718, -1.82222], [-1.65472, -3.45643, -3.40478], [-0.15225, -3.76060, -2.68216], [-2.77382, -3.59204, 0.11832], [-3.59959, -5.06912, -0.36622], [-3.56016, -3.49954, -1.34562], [0.58895, -3.78816, -0.00283], [-4.40525, -0.74105, -0.51991], [-5.35927, 0.19318, -1.31302], [-6.47725, 0.69895, -0.44368], [-4.53290, 1.40853, -1.78488], [-3.57743, 1.10702, -2.94399], [-4.42098, 0.56658, -4.08482], [-5.19244, -0.72546, -3.75689], [-6.21144, -0.91399, -4.89664], [-4.19539, -1.88814, -3.63991], [-5.93073, -0.44016, -2.49869], [-6.70384, -1.58742, -2.17447], [-4.92837, -1.65826, -0.21785], [-3.52742, -1.13394, -1.02691], [-4.12801, -0.39893, 0.48145], [-7.09761, -0.13807, -0.11781], [-6.11505, 1.22380, 0.44610], [-7.11636, 1.48654, -0.85031], [-5.15408, 2.25206, -2.09937], [-3.91638, 1.82263, -0.98057], [-3.07609, 2.03337, -3.22790], [-2.81004, 0.39731, -2.62928], [-3.68023, 0.18915, -4.79939], [-5.09670, 1.31721, -4.49037], [-6.78394, -1.82843, -4.73296], [-5.68307, -1.08775, -5.83733], [-6.86617, -0.05875, -5.05302], [-3.40488, -1.67439, -2.92636], [-3.62036, -2.03379, -4.56225], [-4.66943, -2.86040, -3.50481], [-7.60022, -1.25850, -2.31127], [-0.71450, 0.67484, -1.47113], [-0.33466, 1.38204, -0.16964], [-0.56643, 2.93702, -0.34336], [-1.24505, 0.86367, 0.96362], [-0.74648, 1.28608, 2.34674], [0.74685, 0.94377, 2.49703], [1.61291, 1.58832, 1.40452], [1.80719, 3.10205, 1.75516], [2.97699, 0.94222, 1.54478], [1.08648, 1.20718, 0.09355], [1.90532, 1.72460, -0.93252], [-0.48138, -0.39187, -1.48041], [-1.79983, 0.72548, -1.59286], [-0.25913, 1.14814, -2.34139], [0.25445, 3.52680, -0.73776], [-1.46702, 3.08158, -0.94972], [-0.87846, 3.37246, 0.60866], [-2.24609, 1.27606, 0.80184], [-1.47954, -0.20100, 0.88237], [-1.02196, 2.31544, 2.58108], [-1.30913, 0.67908, 3.06247], [0.75668, -0.12064, 2.22301], [1.18851, 0.91512, 3.49173], [0.84944, 3.60155, 1.91684], [2.35234, 3.61981, 0.96944], [2.27569, 3.29231, 2.72299], [3.65796, 1.24953, 0.74597], [2.90668, -0.14659, 1.55323], [3.53793, 1.30728, 2.40970], [2.03028, 0.92378, -1.48017], [6.72846, 1.43153, 4.21298], [7.94259, 1.33157, 3.48979], [7.82681, 0.53188, 2.31313], [7.38101, 1.28625, 1.06959], [7.25610, 0.45574, -0.06796], [6.16640, -0.43291, -0.01674], [6.04956, 2.09242, 3.65821], [6.98870, 1.87781, 5.16842], [6.17529, 0.49052, 4.28440], [7.02124, -0.19541, 2.46917], [8.74373, -0.01861, 2.10962], [8.13840, 2.01099, 0.77022], [6.43053, 1.77610, 1.30903], [5.64267, -0.46904, -0.97382], [5.38705, -0.08419, 0.67051], [6.40384, -1.44248, 0.32995], [3.36897, -3.77435, -0.13135], [2.24390, -3.46711, -0.94902], [2.14951, -2.09130, -1.25685], [2.95268, -1.62044, -2.47602], [2.94936, -0.21228, -2.41808], [3.45362, 0.48807, -3.55001], [3.97656, -2.88435, 0.05713], [4.04200, -4.45143, -0.66071], [3.04047, -4.16038, 0.83382], [2.40729, -1.35586, -0.48600], [1.10208, -1.92903, -1.50824], [2.34563, -1.95133, -3.32854], [3.92951, -2.08225, -2.64280], [3.67312, 1.51937, -3.28413], [2.71329, 0.54935, -4.35284], [4.33057, -0.02515, -3.94544], [4.17548, 5.32149, -0.65714], [5.22825, 5.17679, 0.25928], [5.12425, 5.80230, 1.51688], [6.36525, 5.53704, 2.37776], [7.51144, 6.17382, 1.84493], [8.12725, 5.59855, 0.70528], [4.51055, 5.26696, -1.69241], [3.93900, 6.39507, -0.57601], [3.26994, 4.73987, -0.48710], [4.31695, 5.32000, 2.08354], [4.96230, 6.87425, 1.38209], [6.43031, 4.45106, 2.53217], [6.31198, 5.91236, 3.39964], [8.88479, 6.28861, 0.33884], [7.44573, 5.26586, -0.07278], [8.69150, 4.72110, 1.04888], [-4.43212, 3.00372, 1.31116], [-5.55309, 3.83596, 1.58263], [-6.14412, 3.57481, 2.86258], [-5.20503, 3.77869, 4.06840], [-4.19067, 2.80071, 4.03613], [-3.11179, 3.07494, 4.92183], [-3.54977, 3.61067, 1.53497], [-4.39306, 2.81491, 0.23398], [-4.31255, 2.02668, 1.77627], [-6.55297, 2.56197, 2.90007], [-6.99140, 4.25385, 2.94461], [-5.74891, 3.85254, 5.01744], [-4.67756, 4.74073, 3.98957], [-2.57919, 2.15986, 5.17500], [-3.43543, 3.53086, 5.85930], [-2.42375, 3.72126, 4.37010]]
}